Molecular formula: C72H183N13O23
Method: DFT, the ωB97M-V functional and the def2-TZVPD basis

Summary:
Energy relative to the best compared isomer or geometry (same formula, charge and spin)   4.1050 eV
Frontier orbital gap   8.75 eV
Charge   0
HOMO energy   -8.56 eV
Electronic energy   -5294.580955 Eh

Each line ends with the Mulliken charge.
Positions of all 291 atoms, in Å:
C -0.858602 0.574668 6.900503  -1.471
C -2.357034 0.242063 6.872196  0.685
C -2.798632 -0.269023 8.268120  -0.782
O -2.064679 -1.404954 8.678234  -0.266
C -2.400179 -1.920966 9.935000  -0.764
N -3.082073 1.379453 6.346234  -0.724
H -0.242489 -0.237330 7.286750  0.358
H -0.606907 1.493143 7.430757  0.346
H -0.505917 0.798257 5.893676  0.397
H -2.411542 -0.576440 6.154448  0.091
H -3.852923 -0.514523 8.140476  0.340
H -2.730016 0.552765 8.980903  0.316
H -2.251036 -1.144866 10.685687  0.321
H -1.720391 -2.729640 10.203414  0.249
H -3.451896 -2.177263 10.062666  0.295
H -3.018433 1.236286 5.348456  0.313
H -2.540777 2.224388 6.461055  0.294
C -10.049982 0.709543 -5.326281  -1.357
C -9.006309 1.002754 -4.204203  0.488
C -9.574646 1.207141 -2.815462  -0.749
O -10.568503 2.179302 -2.638453  -0.298
C -11.351660 2.273301 -1.448056  -0.725
N -7.981164 -0.060010 -4.253911  -0.696
H -9.601537 0.668455 -6.318892  0.390
H -10.783643 1.515596 -5.337030  0.319
H -10.546301 -0.248509 -5.171640  0.332
H -8.551677 1.956807 -4.471003  0.213
H -8.722354 1.335970 -2.148294  0.357
H -9.953892 0.241078 -2.482289  0.322
H -10.787988 2.537676 -0.553359  0.287
H -11.849395 1.325219 -1.244324  0.317
H -12.161557 2.996844 -1.541004  0.249
H -7.666509 -0.244142 -5.195827  0.278
H -8.456935 -0.903496 -3.967090  0.272
C 0.739848 -8.465997 8.364299  -1.290
C 2.121320 -7.913961 8.606475  0.380
C 3.155414 -9.054133 8.268395  -0.753
O 2.927184 -10.195344 9.087510  -0.311
C 3.831425 -11.227773 8.862243  -0.754
N 2.485043 -6.716247 7.851841  -0.678
H 0.663108 -8.838354 7.342761  0.286
H -0.019234 -7.695005 8.496507  0.363
H 0.454858 -9.311560 8.990329  0.334
H 2.249791 -7.763979 9.678436  0.254
H 4.199434 -8.781789 8.423153  0.425
H 3.115975 -9.399420 7.235285  0.371
H 3.364745 -11.874855 8.119551  0.296
H 3.870331 -11.913856 9.708329  0.256
H 4.859998 -10.941726 8.642447  0.303
H 2.405599 -6.896550 6.861249  0.255
H 1.776058 -6.016959 8.020458  0.264
C 2.260269 -2.073506 -6.820454  -0.735
O 1.600554 -3.301993 -6.858755  -0.244
C 2.360382 -4.394024 -6.395464  -0.769
C 1.650289 -5.734333 -6.544381  -0.519
N 0.690683 -6.056218 -5.526824  -0.390
C 0.177641 -7.448416 -5.720725  -0.652
C -0.955659 -7.902353 -4.706071  -0.554
O -2.223036 -7.415117 -5.126824  -0.281
C -3.245723 -7.619684 -4.064602  -0.735
H 2.792999 -1.966317 -5.875567  0.283
H 1.575973 -1.249361 -7.022004  0.235
H 3.026177 -1.969949 -7.589066  0.305
H 2.670172 -4.125954 -5.385379  0.397
H 3.317721 -4.418855 -6.916032  0.403
H 2.466900 -6.456064 -6.563006  0.391
H 1.154424 -5.656534 -7.511942  0.313
H -0.040142 -5.361556 -5.585525  0.248
H 1.004499 -8.149626 -5.607987  0.374
H -0.084901 -7.597127 -6.768128  0.381
H -0.705920 -7.601934 -3.688486  0.344
H -1.001833 -8.991375 -4.708242  0.353
H -4.117602 -7.057012 -4.398265  0.254
H -2.982066 -7.132322 -3.125945  0.313
H -3.504148 -8.671265 -3.940138  0.284
C 4.156115 9.238612 -3.307657  -0.761
O 4.886765 10.092498 -2.458894  -0.283
C 6.095850 10.504980 -3.090571  -0.794
C 7.014519 11.285637 -2.171242  -0.403
N 7.548091 10.385878 -1.179439  -0.383
C 8.474094 11.065976 -0.310093  -0.879
C 7.865927 12.224081 0.547538  -0.434
O 6.721167 11.892954 1.224777  -0.294
C 6.244240 12.765224 2.237968  -0.818
H 3.192621 8.903592 -2.923538  0.262
H 4.743950 8.380177 -3.632679  0.315
H 3.857677 9.754266 -4.220421  0.300
H 5.749908 11.141701 -3.904826  0.432
H 6.627154 9.641257 -3.490323  0.395
H 6.408855 12.066082 -1.710616  0.282
H 7.812091 11.655239 -2.815728  0.331
H 6.780521 10.114451 -0.581735  0.292
H 9.287714 11.489823 -0.898726  0.372
H 8.875744 10.333639 0.390230  0.401
H 7.612470 13.106853 -0.039460  0.381
H 8.730765 12.432946 1.177250  0.374
H 5.309409 12.412833 2.673860  0.276
H 5.922132 13.688561 1.756527  0.330
H 6.851093 12.994952 3.113797  0.303
C 5.488627 8.372954 11.890636  -0.724
O 5.349323 9.012342 10.592902  -0.327
C 4.931282 8.088903 9.600372  -0.605
C 4.526482 8.801916 8.330360  -0.682
N 3.186962 9.400170 8.448409  -0.362
C 2.091214 8.517052 8.109206  -0.494
C 1.738456 8.658706 6.587355  -0.476
O 0.833937 7.547361 6.198373  -0.316
C 0.035249 7.919049 5.046597  -0.723
H 4.582461 7.913169 12.285058  0.295
H 5.774853 9.160710 12.587497  0.252
H 6.308374 7.661872 11.788213  0.304
H 4.148461 7.380663 9.871837  0.380
H 5.679444 7.342892 9.332397  0.448
H 4.571281 8.100855 7.496933  0.341
H 5.322839 9.502797 8.079990  0.358
H 3.030467 9.662367 9.411154  0.269
H 1.199600 8.617046 8.728180  0.430
H 2.487377 7.522462 8.314038  0.246
H 2.636693 8.618134 5.971209  0.234
H 1.183161 9.591857 6.492647  0.297
H -0.574557 7.101574 4.661932  0.265
H 0.732239 8.214124 4.262225  0.298
H -0.680555 8.724706 5.209798  0.291
C -3.414186 -5.755189 -12.974817  -0.795
O -2.991597 -4.521183 -12.393079  -0.281
C -3.368191 -4.420846 -11.020722  -0.786
C -2.871419 -3.170998 -10.303946  -0.363
N -3.692261 -2.020723 -10.619611  -0.394
C -3.089573 -0.742353 -10.546954  -0.804
C -2.076938 -0.483577 -11.655469  -0.504
O -2.777023 -0.356755 -12.945659  -0.323
C -1.949764 -0.048526 -14.020379  -0.754
H -4.490138 -5.827100 -13.133760  0.326
H -2.979351 -6.658177 -12.546311  0.314
H -3.011123 -5.696450 -13.985859  0.248
H -2.831015 -5.268580 -10.595420  0.439
H -4.386023 -4.739948 -10.796488  0.361
H -1.804258 -3.018904 -10.465686  0.294
H -3.013543 -3.399999 -9.247793  0.352
H -3.859097 -2.141964 -11.608329  0.309
H -2.520916 -0.745323 -9.617054  0.390
H -3.746593 0.124342 -10.474364  0.321
H -1.319239 -1.259478 -11.764859  0.326
H -1.499426 0.417883 -11.450634  0.472
H -1.062096 -0.678497 -14.077704  0.303
H -1.595228 0.979005 -13.939182  0.297
H -2.524570 -0.085247 -14.945760  0.254
C -3.547229 15.895152 -8.746365  -0.734
O -3.896412 15.291323 -7.509947  -0.294
C -4.952448 15.910142 -6.909026  -0.598
C -5.253133 15.418885 -5.478540  -0.681
N -5.586810 13.933855 -5.474446  -0.448
C -5.668705 13.411692 -4.053015  -0.638
C -5.901095 11.933117 -3.930239  -0.586
O -4.862640 11.189615 -4.635166  -0.294
C -5.203938 9.847618 -4.790601  -0.763
H -2.641426 15.388084 -9.078765  0.237
H -3.299828 16.949594 -8.623693  0.308
H -4.376726 15.802801 -9.447461  0.307
H -5.875490 15.915351 -7.488730  0.374
H -4.761395 16.982933 -6.882132  0.434
H -6.011432 16.020935 -4.977931  0.391
H -4.349457 15.576611 -4.889812  0.349
H -4.792408 13.509020 -5.931102  0.272
H -6.401458 13.965114 -3.465732  0.375
H -4.692556 13.658941 -3.635776  0.367
H -6.928968 11.711853 -4.217656  0.389
H -5.850187 11.646342 -2.879868  0.369
H -4.398092 9.427837 -5.392677  0.246
H -6.154350 9.751342 -5.315568  0.328
H -5.166821 9.220987 -3.899506  0.287
C -2.115259 -3.062825 2.040480  -0.553
O -3.028936 -2.728822 0.982196  -0.364
C -3.099276 -1.394977 0.416726  -0.453
C -1.814777 -1.011830 -0.312058  -0.492
N -2.051118 0.343034 -0.928736  -0.392
C -0.793196 0.814752 -1.622009  -0.485
C 0.326701 1.134656 -0.574378  -0.583
O 1.115402 2.230562 -0.890489  -0.372
C 2.078031 2.545907 0.139378  -0.699
H -2.374113 -2.470378 2.918022  0.194
H -1.053873 -2.887296 1.865144  0.280
H -2.234419 -4.131670 2.217946  0.245
H -3.335893 -0.632586 1.158939  0.315
H -3.863538 -1.391148 -0.360446  0.270
H -1.487966 -1.813650 -0.974151  0.284
H -0.979603 -1.023287 0.388263  0.287
H -2.843628 0.259888 -1.549322  0.261
H -0.958982 1.734938 -2.182243  0.421
H -0.367473 0.085424 -2.311178  0.260
H 0.958897 0.284949 -0.316650  0.344
H -0.208235 1.380728 0.342898  0.388
H 2.754973 1.701467 0.268880  0.278
H 1.590972 2.614393 1.112096  0.306
H 2.623186 3.474029 -0.032346  0.262
C -0.541509 -22.143333 0.513287  -0.816
O -1.809376 -21.534546 0.477442  -0.289
C -2.414341 -21.466168 -0.799276  -0.580
C -3.807025 -20.849366 -0.696409  -0.801
N -3.894589 -19.437704 -0.654141  -0.391
C -3.313199 -18.879328 0.631026  -0.508
C -3.500117 -17.418947 0.584179  -0.476
O -2.997540 -16.957526 1.791801  -0.294
C -2.841001 -15.563910 1.867505  -0.734
H 0.233620 -21.530405 0.053283  0.332
H -0.496388 -23.160238 0.123459  0.310
H -0.158905 -22.178880 1.533321  0.265
H -2.491694 -22.493343 -1.155680  0.489
H -1.919226 -20.854492 -1.553478  0.291
H -4.494955 -21.257157 0.044248  0.449
H -4.357579 -21.180233 -1.577042  0.437
H -4.835563 -19.114959 -0.828772  0.257
H -2.281802 -19.203340 0.770095  0.281
H -3.908250 -19.246739 1.467100  0.270
H -4.556644 -17.206081 0.421229  0.324
H -2.818276 -17.157963 -0.225193  0.346
H -2.571186 -15.193169 2.856370  0.248
H -3.699802 -15.018331 1.476468  0.286
H -1.970341 -15.382283 1.237366  0.304
C 11.289680 -0.335526 -3.586541  -0.656
O 10.565705 0.904081 -3.516953  -0.417
C 11.199519 1.959579 -4.250073  -0.442
C 12.566168 2.450813 -3.683739  -0.758
N 13.752946 1.689201 -4.020556  -0.149
C 14.011728 1.403824 -5.422484  -0.439
C 15.342131 0.699985 -5.714995  -0.612
O 15.328028 0.512736 -7.130616  -0.325
C 16.666043 0.072392 -7.582634  -0.671
H 12.189803 -0.275391 -2.974758  0.282
H 11.440990 -0.738209 -4.588063  0.252
H 10.605593 -1.072098 -3.165140  0.283
H 10.482149 2.774519 -4.346757  0.367
H 11.269382 1.586799 -5.271959  0.317
H 12.508230 2.500528 -2.596412  0.372
H 12.615875 3.516611 -3.906679  0.442
H 14.611154 1.986700 -3.578891  0.230
H 14.006033 2.302315 -6.039560  0.188
H 13.208131 0.771170 -5.799423  0.198
H 15.599678 -0.160634 -5.097648  0.397
H 16.136305 1.412342 -5.491517  0.331
H 17.390422 0.702975 -7.067128  0.310
H 16.736794 0.173138 -8.665666  0.231
H 16.737907 -0.990397 -7.351543  0.267
C 4.263959 -5.001479 1.781203  -0.748
O 4.553117 -4.009715 2.767616  -0.274
C 5.381324 -2.977887 2.183404  -0.660
C 5.496629 -1.770229 3.111770  -0.539
N 6.285356 -2.083040 4.367551  -0.375
C 6.554800 -0.946337 5.287148  -0.577
C 7.317350 0.155096 4.564574  -0.442
O 7.851494 1.070651 5.523117  -0.353
C 8.456022 2.200077 4.846597  -0.719
H 5.204537 -5.431954 1.437524  0.310
H 3.658829 -4.656243 0.942904  0.294
H 3.721440 -5.794831 2.295355  0.246
H 6.339483 -3.389437 1.866150  0.375
H 4.982388 -2.545461 1.265821  0.364
H 5.948793 -0.986453 2.504023  0.353
H 4.529723 -1.377004 3.425725  0.348
H 5.788248 -2.785671 4.896042  0.244
H 5.634927 -0.548443 5.715640  0.279
H 7.157604 -1.298601 6.124194  0.374
H 8.066369 -0.209834 3.861803  0.360
H 6.572872 0.765498 4.053437  0.282
H 8.734698 2.809469 5.706300  0.256
H 7.723974 2.788913 4.293902  0.306
H 9.346885 1.881821 4.305152  0.297
C -9.819633 -2.666990 8.360774  -0.701
O -10.343195 -1.347878 8.272739  -0.298
C -10.106390 -0.797342 6.996862  -0.657
C -10.466986 0.720856 6.858357  -0.643
N -11.933030 0.932480 6.991165  -0.402
C -12.123889 2.355700 7.360218  -0.696
C -13.558599 2.774442 7.551719  -0.625
O -14.277311 2.117458 8.576432  -0.371
C -13.682799 2.207446 9.845472  -0.705
H -10.300433 -3.213936 7.549740  0.313
H -10.029369 -3.130158 9.324923  0.232
H -8.739393 -2.673419 8.215427  0.278
H -10.671284 -1.314574 6.221327  0.373
H -9.084477 -0.859391 6.622770  0.454
H -10.146726 1.149246 5.908614  0.365
H -9.888806 1.249723 7.616058  0.365
H -12.234941 0.383262 7.783192  0.293
H -11.603272 2.946858 6.606832  0.422
H -11.557517 2.467150 8.284831  0.470
H -13.982788 2.562276 6.570319  0.311
H -13.777430 3.818562 7.775366  0.395
H -12.882226 1.467732 9.849377  0.196
H -14.327905 1.910886 10.672508  0.302
H -13.171943 3.097842 10.211976  0.328

Atomic forces in eV per Å
0.5 0.0 -0.3
2.4 -0.5 0.9
-0.8 0.3 -0.9
0.3 0.0 -0.9
0.1 1.0 0.7
-0.6 -0.2 -0.3
-0.1 0.0 0.1
-0.3 0.0 0.5
-0.1 -0.2 -0.3
-0.5 -0.2 0.1
-0.3 -0.1 0.3
0.2 0.1 0.3
0.2 0.2 0.3
-0.2 -0.1 -0.4
-0.2 -0.5 -0.4
-0.5 0.2 -0.3
0.0 0.2 0.5
-0.1 0.7 0.8
-0.5 0.4 -2.4
0.1 -1.7 1.6
-0.4 1.3 -0.9
0.4 -1.0 -0.1
-0.3 0.4 1.3
0.3 0.1 0.1
-0.3 -0.1 -0.1
-0.1 0.0 0.2
0.3 0.0 -0.1
0.2 0.5 0.2
-0.5 -0.5 0.0
0.4 0.1 -0.1
0.0 -0.3 0.0
0.4 0.2 -0.6
-0.1 0.3 -0.2
0.1 -0.4 0.1
-0.8 0.0 -0.4
1.4 -1.9 -0.1
0.1 -0.1 0.4
-0.4 1.0 0.8
-0.6 -1.3 0.0
-0.2 -0.2 0.3
0.0 0.1 -0.2
-0.1 0.1 0.0
0.3 0.1 0.2
0.1 0.5 0.0
0.0 0.7 0.1
-0.4 0.3 -0.5
0.6 -0.1 -0.8
0.0 0.4 0.5
-0.1 0.3 -0.3
0.1 -0.2 -0.3
0.0 0.3 0.2
0.6 0.1 -0.1
-1.2 -0.3 -0.6
0.6 0.7 0.5
0.6 1.1 -0.2
-0.2 -1.1 0.8
-0.5 0.5 0.9
0.7 0.3 -1.6
-0.9 0.0 1.9
0.6 1.0 -1.6
-0.2 0.4 0.3
-0.3 -0.2 0.4
0.3 -0.4 -0.3
-0.2 -0.5 0.6
0.1 -0.2 -0.6
-0.3 -0.4 -0.1
0.2 -0.4 -0.6
-0.4 -0.2 0.1
0.3 0.2 0.4
-0.8 -0.1 -0.1
0.1 0.4 0.0
0.2 -0.3 -0.1
-0.1 -0.3 -0.3
0.5 -0.3 0.1
0.2 0.0 0.0
-0.2 0.2 -0.8
0.1 -0.5 0.7
-0.8 0.3 -0.4
-1.2 -1.0 -0.4
0.3 0.0 0.2
-0.9 0.4 0.8
1.5 0.5 -0.9
-1.0 -1.7 1.7
-0.9 0.6 -0.6
0.4 0.1 0.8
0.1 -0.2 0.2
0.2 0.4 -0.4
0.4 0.2 -0.5
0.1 -0.2 -0.1
0.2 0.6 -0.2
0.1 0.3 0.2
-0.3 -0.4 0.0
0.1 0.0 0.1
0.2 0.0 0.0
0.5 0.3 -0.4
-0.1 0.6 0.6
0.1 -0.8 -0.3
0.3 0.5 0.0
0.9 -0.2 -0.4
0.6 0.9 -0.9
-0.9 -1.0 0.7
0.4 -0.8 -0.7
-0.2 0.0 0.4
0.0 1.1 0.1
0.7 -1.1 -1.5
-1.4 -1.5 1.2
-0.1 1.3 -0.2
0.9 -0.2 0.2
-0.2 -0.2 -0.4
0.1 0.0 -0.1
-0.1 -0.3 0.4
-0.8 0.5 0.8
1.0 0.3 0.2
-0.4 -0.2 0.0
-0.3 0.6 0.1
0.4 0.4 0.1
0.1 0.5 -0.1
-0.6 -0.7 -0.3
0.0 0.2 -0.1
0.3 0.2 -0.3
0.4 -0.4 0.4
-0.1 0.1 -0.3
0.2 0.3 0.5
0.6 1.0 -1.3
-1.0 0.1 0.1
1.6 -1.5 0.3
-0.7 -0.4 0.4
-1.3 -0.7 -1.5
2.1 0.6 0.5
-0.3 0.5 -1.5
-0.1 -0.5 1.8
0.3 0.6 -0.1
-0.2 0.0 0.6
-0.1 0.1 0.6
0.1 -0.1 -0.1
0.4 -0.1 0.7
-0.6 0.9 -0.4
0.2 -0.1 -0.2
0.2 0.0 0.2
-0.8 0.0 -0.3
0.2 0.3 0.2
-0.5 -0.3 -0.2
-0.1 -0.4 0.1
-0.1 0.4 0.0
0.0 -0.4 -0.1
0.2 0.3 0.1
0.0 -0.3 0.1
0.2 -0.4 0.5
1.0 -0.9 -0.5
-1.8 1.5 1.2
0.7 -1.6 -0.5
-0.9 1.3 1.0
1.5 0.9 -1.4
0.7 -0.3 -0.1
-1.4 1.3 0.8
0.8 -0.6 -0.8
-0.3 -0.1 -0.2
-0.1 0.2 0.2
0.1 -0.1 -0.3
-0.3 -0.8 -0.4
0.3 0.5 0.5
-0.4 -0.2 -0.4
0.4 0.1 0.2
0.0 -0.4 0.0
-0.2 0.0 -0.3
0.2 -0.1 0.6
0.1 -0.4 -0.7
0.1 0.1 0.3
-0.2 -0.1 -0.4
-0.1 -0.2 0.0
-0.4 0.4 0.6
-0.7 0.8 -0.4
0.0 0.2 -0.6
1.3 -0.9 0.2
-0.3 0.8 0.3
2.3 -1.0 0.3
0.3 0.1 0.8
-1.3 -0.2 0.9
1.2 1.4 -0.4
-0.8 -1.0 0.0
-0.1 -0.2 0.3
0.1 0.2 -0.6
-0.2 0.2 0.1
-0.1 0.0 0.2
-0.4 -0.4 0.4
-0.5 0.0 -0.8
0.0 0.8 0.3
0.2 0.1 -0.4
-0.3 0.0 0.1
-0.3 -0.3 -0.2
0.1 -0.4 -0.3
-0.3 -0.1 0.4
0.4 0.0 -0.3
-0.4 0.3 0.1
-0.3 -0.2 -0.5
0.7 0.4 0.4
0.4 0.2 0.2
-1.0 -0.1 0.6
-1.4 -1.3 -0.7
2.1 1.5 0.9
-2.0 -1.7 -1.1
1.5 -0.3 -0.2
-0.6 0.4 1.7
0.9 0.0 -0.9
-0.1 0.1 -0.7
-0.3 -0.1 -0.3
-0.7 -0.1 0.3
-0.1 -0.1 -0.4
0.7 0.1 0.2
0.7 -0.7 1.0
0.3 0.0 -0.6
0.0 0.0 0.3
-0.1 0.2 -0.2
0.1 -0.4 0.4
0.0 0.6 -0.2
-0.5 1.0 -0.5
-0.3 -0.5 0.2
-0.2 0.0 0.1
0.1 0.8 -0.3
-1.2 0.1 0.8
0.6 0.0 -0.3
0.4 -0.9 0.0
-0.6 0.4 0.3
0.3 -1.0 -0.4
-0.4 -0.4 0.1
-0.3 1.4 -0.4
1.6 -0.8 0.0
-1.9 0.3 0.5
0.2 -0.2 -0.4
0.5 0.6 -0.4
0.1 0.0 0.4
0.1 0.1 0.6
0.5 0.1 -0.3
-0.3 -0.4 0.2
0.3 0.4 -0.7
-0.3 0.4 0.3
0.0 0.3 -0.2
0.0 -0.1 -0.1
-0.6 -0.6 -0.3
0.3 0.3 0.1
0.3 -0.3 -0.2
-0.2 0.3 0.1
0.5 0.0 0.2
0.3 -0.3 1.1
0.3 0.8 -1.3
-0.6 0.3 0.7
0.8 -0.7 1.5
0.2 0.7 -0.8
0.2 -0.6 -0.8
-1.0 1.0 0.8
0.5 0.0 -1.0
-0.4 -0.6 2.1
0.1 0.0 -0.4
0.1 0.3 0.0
-0.1 0.0 0.0
0.3 -0.1 0.5
-0.7 -0.4 -0.3
0.4 0.1 0.3
-0.5 -0.2 -0.4
-0.1 -0.2 -0.2
-0.2 0.3 0.0
0.1 -0.2 -0.1
0.1 -0.2 0.1
-0.1 -0.2 -0.8
0.4 0.3 -0.3
0.0 -0.3 -0.5
-0.2 0.2 -0.4
-0.3 0.3 -0.6
0.4 0.6 0.2
-0.3 1.4 -1.5
-0.8 -1.4 0.9
0.6 0.7 -0.1
0.9 -0.6 0.9
-0.4 0.2 -0.5
-0.6 -0.2 0.2
1.2 -1.4 0.6
0.2 -0.6 0.1
-0.3 0.3 0.0
0.2 0.0 -0.1
-0.4 -0.4 0.1
0.6 -0.3 0.6
0.1 -0.4 -0.2
0.0 0.2 0.4
-0.2 -0.3 0.1
-0.3 0.3 -0.1
0.1 0.6 0.3
-0.8 -0.2 0.3
1.0 0.5 -0.4
0.3 -0.3 0.3
-0.6 0.0 -0.5
-0.4 0.9 -0.8